Record 1
# C4H12NO2P

A cluster of 2 separate species, C4H12NO2P in total in a non-equilibrium geometry (ωB97M-V/def2-TZVPD, OMol25).

Atoms and positions in Å:
H 1.385 -0.074 1.042
H -1.340 -2.125 0.695
C 0.776 0.682 0.565
C -0.616 0.111 0.611
H -0.987 2.746 -0.104
H 2.917 -3.161 -1.257
H 1.311 -3.757 -1.358
O -0.177 -1.976 -1.929
H -1.048 -1.147 2.293
H 0.813 1.593 1.044
H 1.737 -1.917 -3.161
H -2.807 2.446 0.211
H -0.646 -1.541 -1.239
H 1.134 0.908 -0.468
P 1.384 -1.543 -1.828
H 0.213 -1.783 1.191
C -1.831 2.124 0.075
C -0.777 -1.302 1.281
N 1.937 -2.973 -0.989
O -1.654 0.889 0.551

Computed properties:
LUMO energy (spin up / spin down): 0.0291 / 0.0283 hartree
maximum force: 0.06113 Eh/bohr
calculated total energy: -706.0553 hartree
frontier orbital gap (spin up / spin down): 8.240 / 7.794 eV

So, what does the Mulliken scheme give us? The charges, in e, come out as:
1 H 0.394
2 H 0.298
3 C -1.543
4 C 0.649
5 H 0.296
6 H 0.268
7 H 0.273
8 O -0.548
9 H 0.388
10 H 0.607
11 H 0.000
12 H 0.289
13 H 0.372
14 H 0.322
15 P 0.197
16 H 0.363
17 C -0.608
18 C -1.091
19 N -0.585
20 O -0.342

***

Record 2
# C19H16ClO2PdS2

A structure of composition C19H16ClO2PdS2 in a non-equilibrium geometry (ωB97M-V/def2-TZVPD, OMol25).

Atoms and positions in Å:
C 1.102 2.188 -2.263
Cl -0.635 2.951 1.244
C 1.082 -1.814 -1.932
H -5.545 0.206 -0.260
H 3.851 1.779 -0.327
H -0.326 -3.845 1.031
C 2.819 1.980 -0.585
Pd 2.351 0.250 1.819
C 0.178 2.491 -1.275
C 0.061 -3.269 0.197
H 1.740 2.686 2.614
H -0.850 2.698 -1.546
H -1.532 1.423 0.692
H 0.732 -0.080 -0.724
H 3.157 1.698 -2.678
H -5.054 -2.077 0.556
H -3.787 1.947 -0.186
O 0.321 0.246 1.805
C -2.039 -0.643 1.103
S -0.413 -1.053 1.767
C 0.570 2.538 0.056
H 1.485 -1.242 -2.759
C 0.656 -1.159 -0.789
H 0.429 -5.006 -1.007
C 0.488 -3.926 -0.948
C 2.428 1.933 -1.911
S 2.318 0.246 4.159
C 0.996 -3.198 -2.014
H 1.333 -3.709 -2.908
H 0.795 2.156 -3.301
C -3.575 0.943 0.165
C 2.376 2.340 1.806
C -2.312 0.640 0.657
C -3.026 -1.618 1.076
C 0.137 -1.887 0.270
C -4.285 -1.315 0.582
H 3.395 2.660 1.997
H -2.824 -2.621 1.437
C 1.893 2.280 0.434
O 4.074 0.216 1.821
C -4.561 -0.033 0.125

Computed properties:
LUMO energy: 0.0906 hartree
maximum force: 0.05858 Eh/bohr
calculated total energy: -2268.3858 hartree
frontier orbital gap: 5.391 eV
net charge: -1

So, what does the Mulliken scheme give us? The charges, in e, come out as:
1 C -0.543
2 Cl -0.275
3 C -0.666
4 H 0.364
5 H 0.383
6 H 0.428
7 C -0.324
8 Pd 0.076
9 C -0.170
10 C -0.358
11 H 0.240
12 H 0.362
13 H -0.479
14 H 0.012
15 H 0.388
16 H 0.373
17 H 0.434
18 O 0.220
19 C 0.459
20 S -0.134
21 C 0.562
22 H 0.432
23 C 0.280
24 H 0.369
25 C -0.566
26 C -0.701
27 S -0.559
28 C -0.497
29 H 0.369
30 H 0.376
31 C -0.576
32 C -1.402
33 C 0.743
34 C -0.702
35 C 0.325
36 C -0.528
37 H 0.421
38 H 0.308
39 C 0.862
40 O -0.844
41 C -0.462

***

Record 3
# C15H27Cl2N2PRe

A structure of composition C15H27Cl2N2PRe in a non-equilibrium geometry (ωB97M-V/def2-TZVPD, OMol25).

Atoms and positions in Å:
H 2.982 -0.632 2.483
Re 0.988 0.419 0.521
H -3.977 1.678 -0.169
Cl 2.267 -1.099 -0.652
H -1.025 -2.557 1.516
H 1.283 1.507 -0.692
C 3.367 0.384 2.376
C -2.405 -3.070 -1.009
C -2.949 -0.373 1.253
H -2.101 -0.006 1.851
N 6.979 3.169 4.065
N 2.685 1.171 1.519
H -0.320 1.895 -1.825
H -0.670 -4.098 0.694
H 0.228 -0.683 -2.703
H 0.707 -0.741 1.691
H 5.028 0.219 3.721
H 4.415 4.033 1.767
H -3.100 -2.973 -0.162
H -1.770 -1.859 -3.448
C -0.732 -0.172 -2.507
H 0.563 -2.812 0.765
H -2.269 -4.143 -1.204
C 4.883 2.197 2.836
H -3.422 -0.690 -0.834
H 0.341 1.472 -3.402
H -3.850 0.153 1.601
H -0.314 -2.728 -1.468
H -2.985 1.602 -1.637
C -0.510 -3.010 0.656
H -1.667 -0.395 -4.435
C -2.985 1.399 -0.558
C -1.818 -0.765 -3.412
H -1.402 1.783 -3.243
H -2.826 -0.455 -3.093
C 4.152 2.994 1.953
C -2.736 -0.072 -0.234
C 4.483 0.876 3.045
P -1.021 -0.602 -0.726
Cl -0.265 1.990 1.654
C 6.040 2.733 3.517
H -2.240 2.036 -0.061
H -3.095 -1.445 1.450
H 2.440 2.987 0.572
C -1.035 -2.465 -0.676
C -0.531 1.332 -2.747
H -2.871 -2.633 -1.901
C 3.059 2.448 1.291

Computed properties:
spin multiplicity: 4
LUMO energy (spin up / spin down): -0.0368 / -0.0509 hartree
maximum force: 0.05377 Eh/bohr
calculated total energy: -2037.2803 hartree
frontier orbital gap (spin up / spin down): 7.107 / 6.543 eV

So, what does the Mulliken scheme give us? The charges, in e, come out as:
1 H 0.435
2 Re 0.805
3 H 0.490
4 Cl -0.470
5 H 0.222
6 H -0.376
7 C -0.067
8 C -1.635
9 C -1.363
10 H 0.217
11 N -0.457
12 N -0.125
13 H 0.329
14 H 0.441
15 H 0.600
16 H -0.327
17 H 0.437
18 H 0.439
19 H 0.271
20 H 0.293
21 C 0.797
22 H 0.295
23 H 0.470
24 C 0.761
25 H 0.571
26 H 0.322
27 H 0.451
28 H 0.492
29 H 0.259
30 C -1.313
31 H 0.478
32 C -1.426
33 C -1.602
34 H 0.422
35 H 0.300
36 C -0.670
37 C 0.648
38 C -0.650
39 P -0.513
40 Cl -0.495
41 C -0.128
42 H 0.173
43 H 0.248
44 H 0.440
45 C 0.702
46 C -1.480
47 H 0.326
48 C -0.042

***

Record 4
# C7H11FN2O3S

The molecule C7H11FN2O3S in a non-equilibrium geometry (ωB97M-V/def2-TZVPD, OMol25).

Atoms and positions in Å:
C 0.508 3.236 2.069
S -1.265 -2.341 -1.186
H -0.820 1.586 2.403
F 2.339 -1.080 -0.020
C 0.347 -2.332 -0.416
N 0.938 -0.184 -1.796
C 0.957 -1.035 -0.237
H 0.673 1.786 -2.742
C 0.138 1.210 0.471
H 0.742 3.828 1.233
O -1.208 -2.330 -2.582
C 0.632 1.157 -1.811
H 1.363 2.654 2.620
H 0.804 -3.140 -1.014
C 0.309 -0.103 0.705
H 0.054 3.945 2.883
H -1.222 2.581 0.945
H 0.122 -3.063 0.498
H 0.028 -0.627 1.722
C -0.420 2.086 1.562
H 0.856 -0.635 -2.704
O -2.113 -1.406 -0.544
O -1.578 -3.721 -0.610
H -2.510 -3.986 -0.661
N 0.327 1.912 -0.787

Computed properties:
LUMO energy: 0.0056 hartree
maximum force: 0.10397 Eh/bohr
calculated total energy: -1106.5143 hartree
structure (SMILES): CCC1=C[C@@](F)(CS(=O)(=O)O)NC=N1
frontier orbital gap: 8.970 eV

So, what does the Mulliken scheme give us? The charges, in e, come out as:
1 C -1.091
2 S 1.197
3 H 0.383
4 F -0.338
5 C -1.071
6 N -0.335
7 C 1.192
8 H 0.340
9 C 1.075
10 H 0.356
11 O -0.572
12 C -0.103
13 H 0.253
14 H 0.464
15 C -1.274
16 H 0.292
17 H 0.299
18 H 0.432
19 H 0.068
20 C -0.597
21 H 0.272
22 O -0.582
23 O -0.478
24 H 0.376
25 N -0.558

***

Record 5
# C6H9N2

The ion C6H9N2 with charge +1 in a non-equilibrium geometry (ωB97M-V/def2-TZVPD, OMol25).

Atoms and positions in Å:
C 2.073 0.735 0.223
H -2.758 1.417 -0.626
C 1.290 1.763 -0.060
C 0.205 -2.672 -0.046
H 0.937 -3.385 -0.120
H -2.302 0.599 0.919
H -0.589 2.766 -0.331
C -2.156 0.622 -0.129
N 1.592 -0.476 0.260
H -0.417 -2.705 0.909
C -0.168 1.819 -0.323
H 3.049 0.673 0.658
H -0.541 -2.671 -0.778
N -0.726 0.697 -0.121
H -2.342 -0.419 -0.605
H 1.895 2.696 0.073
C 0.957 -1.460 0.096

Computed properties:
LUMO energy: -0.1748 hartree
maximum force: 0.18265 Eh/bohr
calculated total energy: -343.1628 hartree
structure (SMILES): CC#[N+]/C=C\C=N\C
frontier orbital gap: 9.137 eV
net charge: +1

So, what does the Mulliken scheme give us? The charges, in e, come out as:
1 C -0.321
2 H 0.349
3 C -0.196
4 C -1.024
5 H 0.365
6 H 0.360
7 H 0.424
8 C -0.810
9 N -0.087
10 H 0.317
11 C -0.064
12 H 0.400
13 H 0.344
14 N -0.312
15 H 0.196
16 H 0.287
17 C 0.773

***

Record 6
# C12H55NO25

A cluster of 21 separate species, C12H55NO25 in total in a non-equilibrium geometry (ωB97M-V/def2-TZVPD, OMol25).

Atoms and positions in Å:
H 4.170 3.892 -6.181
H 0.440 -2.665 -1.357
H 2.849 0.885 -1.231
H -5.109 -2.569 0.176
O 3.615 6.217 -5.694
O 1.415 2.024 8.076
H 3.885 7.327 -0.103
H -3.704 -2.205 -0.333
O -1.558 -1.788 -0.086
C -1.827 -2.007 -3.370
H -1.651 2.437 -5.751
O 3.344 4.538 3.741
C -1.316 -2.832 0.464
H -0.291 -3.579 3.295
H -3.974 -3.640 -3.164
O 3.864 6.492 -0.579
H -1.100 -2.032 3.506
H 1.907 2.198 7.264
H 1.407 2.859 8.550
O 2.548 4.249 -2.977
H 2.461 3.412 -3.446
H -5.581 -1.338 -1.909
H -0.797 4.463 -4.536
H -1.175 -5.008 -2.456
O -5.929 -1.164 -2.800
O 1.239 -4.319 -5.904
O -5.584 -2.332 2.301
H 3.202 5.577 -5.100
H 1.836 1.998 -1.446
H 1.441 2.072 0.933
C -2.907 -1.031 -3.096
H -3.015 -0.896 -2.024
H -2.371 -6.087 1.195
H 3.453 3.209 4.953
H 0.692 -3.656 -5.466
H 2.941 5.380 7.902
H -0.217 -3.922 -3.433
O 2.523 3.900 0.003
C -0.657 -2.697 2.765
H 4.232 2.424 6.020
H 1.909 2.735 3.337
O 1.933 1.038 -1.481
H -2.770 -4.497 5.132
H -2.657 -0.076 -3.541
H 1.000 -1.248 4.587
H 0.493 -5.627 0.694
O -1.689 -6.663 1.554
H -2.065 -4.557 3.782
H -6.512 -2.162 2.489
O -4.617 -2.329 -0.619
H 3.011 6.294 -6.438
C 0.804 -0.845 2.477
O 2.990 5.267 6.950
C 1.072 -0.516 3.796
C -0.840 -3.976 -2.547
O -2.460 -5.114 4.462
H 2.909 4.313 6.781
H 1.701 1.106 5.071
H 3.985 4.747 3.054
C 1.481 0.788 4.065
O -1.924 3.360 -5.788
O 1.205 -6.168 1.052
O -2.007 -3.175 -2.680
H -5.208 -2.599 3.145
H -2.327 3.466 -6.655
O 3.890 3.281 -5.491
N -1.683 -3.149 1.800
O -0.714 -3.878 -0.092
C 1.598 1.734 3.064
H 2.528 4.726 0.493
H 3.278 5.330 4.291
H -5.434 -3.232 -3.253
O -4.810 -3.899 -3.567
H -2.154 -7.249 2.159
H 3.049 4.099 -0.781
H 2.134 -4.123 -5.613
H -3.857 -1.418 -3.454
H 0.807 -4.375 -1.319
O -0.912 -1.860 -4.138
O 3.344 2.712 5.786
H 0.735 -0.203 0.448
C 1.323 1.383 1.750
H 4.674 3.171 -4.943
H -6.855 -0.934 -2.694
H 0.736 -6.766 1.641
C -0.010 -3.654 -1.331
O 0.435 -2.128 2.106
H -0.643 3.815 -3.162
H 4.391 6.647 -1.370
C 0.939 0.085 1.469
H -2.568 -2.686 1.971
O -0.207 4.420 -3.769
H 1.868 4.800 -3.385

Computed properties:
LUMO energy: -0.0063 hartree
maximum force: 0.02123 Eh/bohr
calculated total energy: -2426.0194 hartree
frontier orbital gap: 8.522 eV

So, what does the Mulliken scheme give us? The charges, in e, come out as:
1 H 0.321
2 H 0.244
3 H 0.331
4 H 0.246
5 O -0.651
6 O -0.668
7 H 0.274
8 H 0.300
9 O -0.600
10 C 0.889
11 H 0.327
12 O -0.651
13 C -0.233
14 H 0.456
15 H 0.398
16 O -0.546
17 H 0.609
18 H 0.363
19 H 0.294
20 O -0.589
21 H 0.308
22 H 0.337
23 H 0.325
24 H 0.303
25 O -0.623
26 O -0.653
27 O -0.553
28 H 0.370
29 H 0.205
30 H 0.446
31 C -0.763
32 H 0.083
33 H 0.241
34 H 0.402
35 H 0.332
36 H 0.294
37 H 0.033
38 O -0.558
39 C -0.792
40 H 0.286
41 H 0.484
42 O -0.590
43 H 0.306
44 H 0.312
45 H 0.527
46 H 0.292
47 O -0.549
48 H 0.362
49 H 0.264
50 O -0.587
51 H 0.323
52 C 0.246
53 O -0.648
54 C -0.410
55 C -0.292
56 O -0.652
57 H 0.364
58 H 0.339
59 H 0.262
60 C -0.066
61 O -0.643
62 O -0.650
63 O -0.315
64 H 0.282
65 H 0.303
66 O -0.627
67 N 0.406
68 O 0.003
69 C -0.835
70 H 0.238
71 H 0.310
72 H 0.354
73 O -0.670
74 H 0.278
75 H 0.288
76 H 0.309
77 H 0.292
78 H 0.439
79 O -0.576
80 O -0.594
81 H 0.628
82 C -0.726
83 H 0.317
84 H 0.285
85 H 0.314
86 C -0.473
87 O -0.340
88 H 0.269
89 H 0.283
90 C -0.503
91 H 0.259
92 O -0.578
93 H 0.255

***

Record 7
# C13H15BrF13N3OS

A cluster of 2 separate species, C13H15BrF13N3OS in total (ωB97M-V/def2-TZVPD, OMol25).

Atoms and positions in Å:
H 3.777 3.133 0.293
C 4.734 1.576 1.223
C 2.010 -2.903 -1.345
H 5.355 3.338 0.401
H 3.522 -2.378 0.042
H 0.351 1.000 0.426
C 2.641 -2.068 -0.493
H -1.611 -0.219 -0.496
H 4.127 1.802 2.106
H 2.329 -3.921 -1.520
H 5.296 -1.436 0.839
N 4.654 2.633 0.206
F -5.817 -0.749 -0.024
H 2.472 -0.136 1.721
C 0.261 0.782 -0.634
C 2.097 -0.806 -0.245
H 2.355 1.166 0.549
F -1.427 2.972 -1.211
F -5.688 1.605 -0.248
C 0.853 -2.450 -2.005
O 4.850 -0.809 1.412
C -1.927 1.914 -0.496
N 0.358 -1.260 -1.789
F -3.713 1.685 -2.020
H 0.294 -3.173 -2.581
F -4.750 -0.733 2.462
C -4.532 -0.401 0.040
C 4.269 0.240 0.642
H 4.601 0.199 -0.398
Br -0.380 -5.135 -1.567
F -3.809 3.276 -0.513
S -3.781 -1.473 1.452
F -4.842 -2.604 1.230
F -4.331 1.603 1.447
H 0.739 1.566 -1.219
C 2.737 0.161 0.702
C -3.464 1.986 -0.728
F -1.685 2.191 0.811
C -4.477 1.190 0.182
H 5.759 1.437 1.558
F -3.181 -2.282 2.650
F -2.789 -2.208 0.465
N 0.968 -0.488 -0.881
F -3.945 -0.727 -1.119
C -1.220 0.666 -0.974
H -1.383 0.596 -2.045
F -2.655 -0.360 1.691

Computed properties:
LUMO energy: -0.0462 hartree
maximum force: 0.01367 Eh/bohr
calculated total energy: -5014.2159 hartree
frontier orbital gap: 6.049 eV

So, what does the Mulliken scheme give us? The charges, in e, come out as:
1 H 0.221
2 C -0.814
3 C -0.528
4 H 0.254
5 H 0.447
6 H 0.763
7 C -0.585
8 H 0.390
9 H 0.285
10 H 0.473
11 H 0.372
12 N -0.632
13 F -0.279
14 H 0.268
15 C -1.338
16 C 0.994
17 H 0.282
18 F -0.356
19 F -0.318
20 C -0.610
21 O -0.619
22 C 1.011
23 N -0.950
24 F -0.296
25 H 0.564
26 F -0.300
27 C 0.443
28 C -0.015
29 H 0.464
30 Br -0.708
31 F -0.326
32 S 1.395
33 F -0.298
34 F -0.252
35 H 0.172
36 C -0.367
37 C 0.490
38 F -0.312
39 C 0.701
40 H 0.482
41 F -0.284
42 F -0.285
43 N 0.827
44 F -0.216
45 C -0.773
46 H 0.457
47 F -0.294

***

Record 8
# C10H19OP

A cluster of 2 separate species, C10H19OP in total in a non-equilibrium geometry (ωB97M-V/def2-TZVPD, OMol25).

Atoms and positions in Å:
C -2.275 -1.930 -0.344
H 1.443 -0.010 0.477
H 2.215 -3.518 -0.686
C 1.511 3.393 -0.345
P -1.507 -1.011 0.820
H 0.912 2.066 2.197
H 1.804 3.487 -1.281
H 0.824 -2.432 -1.245
H -0.651 1.426 1.508
C 1.522 -2.667 -0.367
O 0.047 -1.515 1.083
H 0.960 4.385 -0.153
C -0.025 1.656 -0.996
H 1.177 -2.968 1.710
H -0.373 3.117 1.528
H -3.861 -1.406 -1.526
H 2.708 1.237 0.851
H -1.913 -2.816 -1.060
H 2.260 -1.795 -0.132
C 0.882 2.021 0.060
H -4.434 -2.331 -0.199
H -1.777 1.365 -2.340
H 2.258 0.971 -0.863
C 0.614 -2.798 0.845
C 0.141 2.189 1.391
H 2.448 3.367 0.290
C -0.970 1.330 -1.662
H -3.962 -0.627 -0.056
C -3.753 -1.575 -0.521
H -0.141 -3.620 0.855
C 1.917 1.008 0.162

Computed properties:
LUMO energy: 0.0325 hartree
maximum force: 0.11022 Eh/bohr
calculated total energy: -808.8563 hartree
structure (SMILES): C#CC(C)(C)C.C/C=P/OCC
frontier orbital gap: 9.355 eV

So, what does the Mulliken scheme give us? The charges, in e, come out as:
1 C 0.135
2 H -0.298
3 H 0.360
4 C -1.709
5 P -0.129
6 H 0.302
7 H 0.484
8 H 0.167
9 H 0.086
10 C -0.693
11 O -0.334
12 H 0.316
13 C -1.234
14 H 0.297
15 H 0.477
16 H 0.394
17 H 0.395
18 H 0.259
19 H 0.164
20 C 2.478
21 H 0.341
22 H 0.468
23 H 0.516
24 C -0.362
25 C -1.243
26 H 0.345
27 C -0.425
28 H 0.381
29 C -1.361
30 H 0.377
31 C -0.955